# 1
{
  "formula": "C23H35BF8I2NO4",
  "method": "ωB97M-V with the def2-TZVPD basis set",
  "molar_mass_g_mol": 806.1,
  "orbital_gap_ev": 7.823,
  "total_charge": -1,
  "e_lumo_ev": 2.118,
  "homo_ha": -0.20968,
  "total_energy_ha": -2672.36855,
  "symbols": ["I", "I", "F", "F", "F", "F", "F", "F", "F", "F", "O", "O", "O", "O", "N", "C", "C", "C", "C", "C", "C", "C", "C", "C", "C", "C", "C", "C", "C", "C", "C", "C", "C", "C", "C", "C", "C", "C", "B", "H", "H", "H", "H", "H", "H", "H", "H", "H", "H", "H", "H", "H", "H", "H", "H", "H", "H", "H", "H", "H", "H", "H", "H", "H", "H", "H", "H", "H", "H", "H", "H", "H", "H", "H"],
  "positions_angstrom": [[-1.00089, -4.92298, 0.11464], [-3.79759, -1.30236, -1.49136], [0.55653, 3.91076, 1.76602], [-1.14826, 5.20354, 2.24132], [-4.02647, 5.36504, 2.46081], [-1.02020, 1.72156, 1.96250], [-5.80137, 4.59266, 1.42940], [-1.64355, 3.09419, 0.40518], [-2.75540, 5.49782, -0.03424], [-4.63919, 6.59219, 0.14717], [1.45184, -2.60749, -5.72790], [0.04579, -0.00522, -4.57209], [-2.81045, 2.94006, 2.32948], [2.23751, -0.23651, -4.39767], [3.12516, 0.70006, 4.02714], [4.49946, 1.11778, 5.74841], [1.09802, -3.03041, -2.06376], [-0.64398, 3.96014, 2.38368], [1.02221, -0.03243, -2.38034], [2.50413, 0.26796, 5.16067], [-3.97974, 3.16835, 1.56691], [-1.57330, 2.93074, 1.73718], [2.58488, 0.64891, 2.66654], [1.01190, -0.07280, -3.87141], [1.64162, -3.40697, -4.56425], [1.02218, -2.00857, 0.39245], [-2.15457, -1.41581, 1.05145], [0.55454, -3.22042, -3.49104], [-4.43473, 4.62644, 1.40565], [3.32278, 0.51451, 6.25305], [0.35052, -3.01165, -6.49874], [-0.20307, -0.70901, -1.73994], [-1.28136, -2.97924, -0.83942], [4.34726, 1.21213, 4.36694], [-4.08647, 5.35361, 0.10454], [1.24289, -0.58768, 0.92519], [1.74037, -0.57543, 2.38635], [-2.46932, -2.33138, -0.11457], [0.14529, -2.15573, -1.02694], [0.24266, -4.09847, -6.50998], [5.03864, 1.61903, 3.65352], [2.34945, -1.45969, 2.56483], [1.04441, 1.02892, -2.11321], [1.29323, -4.02377, -1.65081], [2.08573, -2.56520, -2.14002], [-3.12180, -3.11230, 0.25614], [-4.49093, 4.81767, -0.75806], [2.62138, -3.17021, -4.15891], [-4.77244, 2.69440, 2.14273], [1.96143, -0.43639, -2.01875], [0.50958, -2.67114, -7.51979], [0.57244, -2.58689, 1.20605], [1.98875, -0.08117, 0.31017], [0.85936, -0.60865, 3.02469], [0.32908, -0.00197, 0.90212], [-3.93606, 2.64707, 0.61036], [-0.69531, 0.01009, -1.08472], [-1.35677, -1.81783, 1.66848], [3.44735, 0.60718, 2.00501], [-3.04233, -1.35615, 1.68437], [-1.92699, -0.39863, 0.75569], [2.04708, 1.57194, 2.45207], [-0.57426, -2.56325, -6.13134], [-0.51946, 3.73783, 3.44532], [-0.06442, -4.12105, -3.50181], [1.67093, -4.45673, -4.87850], [-1.63384, -3.26715, -1.82698], [3.08355, 0.27323, 7.27174], [-0.09928, -2.41068, -3.80882], [2.01817, -2.43927, 0.25645], [-0.92188, -0.87257, -2.54201], [5.33883, 1.42215, 6.34750], [1.53406, -0.19017, 5.17787], [2.08466, -0.52651, -5.31043]],
  "mulliken_charge": [-0.09, -0.11, -0.24, -0.25, -0.28, -0.24, -0.34, -0.29, -0.21, -0.28, -0.36, -0.63, -0.35, -0.50, 0.39, -0.63, -1.59, 0.15, -0.37, -0.34, -0.72, 0.75, -0.69, 0.03, -1.01, -1.28, -0.69, -0.39, 0.88, -0.59, -0.72, -0.76, -0.91, -0.39, 0.08, 0.75, -0.54, -0.44, 0.27, 0.32, 0.37, 0.31, 0.39, 0.69, 0.34, 0.84, 0.31, 0.41, 0.40, 0.24, 0.25, 0.33, 0.18, 0.34, -0.47, 0.36, 0.24, 0.08, 0.44, 0.52, -0.02, 0.14, 0.24, 0.26, 0.51, 0.44, 0.53, 0.42, 0.21, 0.37, 0.76, 0.41, 0.35, 0.43]
}

=====

# 2
{
  "formula": "C23H35Br4FeN2O4Si",
  "method": "ωB97M-V with the def2-TZVPD basis set",
  "molar_mass_g_mol": 807.1,
  "multiplicity": 5,
  "orbital_gap_ev": [8.335, 8.237],
  "total_charge": 1,
  "de_lowest_ev": 0.076,
  "e_lumo_ev": [-3.709, -3.863],
  "homo_ha": [-0.44260, -0.44470],
  "total_energy_ha": -13157.23332,
  "symbols": ["Br", "Br", "Br", "Br", "Fe", "Si", "O", "O", "O", "O", "N", "N", "C", "C", "C", "C", "C", "C", "C", "C", "C", "C", "C", "C", "C", "C", "C", "C", "C", "C", "C", "C", "C", "C", "C", "H", "H", "H", "H", "H", "H", "H", "H", "H", "H", "H", "H", "H", "H", "H", "H", "H", "H", "H", "H", "H", "H", "H", "H", "H", "H", "H", "H", "H", "H", "H", "H", "H", "H", "H"],
  "positions_angstrom": [[-6.00733, 2.17551, 2.77661], [0.68852, 3.53302, -0.54039], [3.33547, 2.17840, 0.58698], [-0.05155, 4.97958, 7.08835], [0.54219, 1.57590, 1.27923], [0.50796, -0.90887, -0.67475], [1.81951, -0.85572, -1.64555], [0.14466, -2.47223, -0.42152], [0.74202, -0.13108, 0.72265], [-0.69603, -0.09013, -1.46365], [0.46881, 2.63006, 3.12970], [-1.55162, 1.92430, 1.56992], [2.74568, -2.94890, -2.38888], [-3.22408, 2.54953, 3.14236], [-4.20211, 2.07321, 2.27988], [3.01992, -1.65867, -1.62845], [-0.94728, 3.63178, 4.76407], [1.43260, 3.71349, 5.02921], [1.52996, 3.01816, 3.84205], [-3.84152, 1.51705, 1.06521], [0.16522, 4.02629, 5.49137], [3.45369, -1.94716, -0.19833], [2.49927, 2.97440, -0.96243], [0.09860, 1.04998, -3.45610], [-0.93261, 0.08802, -2.87830], [-0.96846, -3.11302, 0.22273], [4.07412, -0.82278, -2.34208], [-2.49553, 1.45815, 0.75079], [-2.33011, 0.68417, -2.99175], [-1.90086, 2.45951, 2.74691], [-0.47932, -4.50327, 0.59979], [-0.87565, -1.25633, -3.59174], [-2.12657, -3.20003, -0.76247], [-1.38571, -2.33863, 1.46873], [-0.76297, 2.92748, 3.58653], [-3.06257, 0.02247, -2.52529], [-0.10670, 1.23261, -4.51227], [-1.81381, -3.72619, -1.66497], [2.42925, -2.72488, -3.40860], [-1.27601, -5.07866, 1.07243], [0.35920, -4.43202, 1.29371], [4.25057, 0.10708, -1.79691], [0.03977, 2.00480, -2.93118], [-2.14155, 1.00597, -0.16993], [-2.60710, 0.81755, -4.03776], [1.95890, -3.51613, -1.89148], [-0.14692, -5.03618, -0.29139], [-2.18427, -2.86997, 1.98838], [2.31947, 4.00462, 5.57196], [2.43378, 2.22341, -1.74270], [-0.54037, -2.21796, 2.14538], [4.38719, -2.51081, -0.20387], [-1.93501, 3.88296, 5.11865], [-2.46518, -2.19988, -1.03998], [3.64533, -3.56373, -2.43785], [1.10151, 0.63668, -3.35900], [3.05853, 3.85244, -1.25683], [3.74285, -0.58020, -3.35302], [2.70117, -2.53636, 0.32706], [-1.09972, -1.12920, -4.65167], [3.61239, -1.01546, 0.34755], [0.11800, -1.69619, -3.50059], [2.49953, 2.76132, 3.43632], [-1.60359, -1.94650, -3.16711], [-2.37121, 1.66205, -2.50608], [-3.50791, 2.96520, 4.09704], [-4.58242, 1.13093, 0.38053], [-2.96399, -3.74071, -0.31918], [5.01735, -1.36594, -2.40903], [-1.75537, -1.34429, 1.20105]],
  "mulliken_charge": [-0.12, -0.07, -0.09, -0.10, 0.14, -1.63, 0.75, 0.36, -0.53, 1.18, 0.19, 0.56, -1.54, -0.44, -0.34, 1.58, -0.71, -0.79, -0.09, -0.95, -0.03, -1.27, -0.14, -1.15, 1.58, 1.77, -1.60, -0.79, -1.88, 0.39, -1.83, -1.31, -1.48, -1.53, 0.78, 0.33, 0.54, 0.36, 0.30, 0.43, 0.39, 0.23, 0.15, 0.88, 0.46, 0.09, 0.37, 0.54, 0.45, -0.06, 0.31, 0.53, 0.47, 0.11, 0.53, -0.08, 0.55, 0.32, 0.11, 0.52, 0.14, 0.04, 0.37, 0.30, 0.36, 0.45, 0.57, 0.51, 0.44, 0.16]
}

=====

# 3
{
  "formula": "C23H35CeO",
  "method": "ωB97M-V with the def2-TZVPD basis set",
  "molar_mass_g_mol": 467.6,
  "orbital_gap_ev": [7.248, 7.196],
  "total_charge": 1,
  "e_lumo_ev": [-3.375, -3.438],
  "homo_ha": [-0.39039, -0.39078],
  "total_energy_ha": -1447.45406,
  "symbols": ["Ce", "O", "C", "C", "C", "C", "C", "C", "C", "C", "C", "C", "C", "C", "C", "C", "C", "C", "C", "C", "C", "C", "C", "C", "C", "H", "H", "H", "H", "H", "H", "H", "H", "H", "H", "H", "H", "H", "H", "H", "H", "H", "H", "H", "H", "H", "H", "H", "H", "H", "H", "H", "H", "H", "H", "H", "H", "H", "H", "H"],
  "positions_angstrom": [[-0.20025, -0.12860, 0.29618], [0.61656, 1.20274, 2.18075], [0.27430, 2.52859, -3.43875], [1.37374, -1.41156, -1.39390], [-0.09615, -2.65823, -0.10322], [-1.20911, -3.58265, 0.27392], [-2.59048, 1.04591, -0.02658], [1.48981, 1.04829, 4.42272], [2.04442, -0.74548, -2.55011], [0.28211, 1.62709, -1.20586], [1.28212, 3.78560, -1.55316], [1.92907, -1.51241, -0.07994], [1.22116, -2.67030, 2.15822], [3.19357, -0.86472, 0.38464], [0.95622, 3.65698, -2.91951], [-3.14201, 0.07094, -1.03161], [-2.63057, 2.49598, -0.41207], [-0.78940, -2.26471, -2.58890], [-2.35293, 0.68446, 1.32573], [-0.08622, 1.50269, -2.53752], [0.34907, 0.68349, 3.53394], [-2.20643, -0.66525, 1.73918], [1.02255, -2.29782, 0.72687], [0.93712, 2.73628, -0.67898], [0.10424, -2.07166, -1.40186], [-2.26875, 2.66378, -1.43245], [-1.82794, -2.46544, -2.29381], [0.05532, 2.44043, -4.51624], [2.51016, 0.20318, -2.25094], [3.14590, -0.57484, 1.44716], [-2.15253, -3.30932, -0.22172], [-3.66191, 2.87942, -0.36855], [-4.23036, 0.22414, -1.12717], [1.60931, 2.12607, 4.47581], [-0.97631, -4.61499, -0.03259], [0.26281, -2.87794, 2.65518], [-2.01938, 3.13298, 0.24389], [-0.61581, 0.61466, -2.90934], [-2.64597, -1.49541, 1.18872], [-1.38441, -3.59168, 1.35516], [1.24234, 4.45761, -3.61572], [1.36195, 0.68729, 5.43397], [-0.61751, 1.04964, 3.86400], [-3.00307, -0.99716, -0.79229], [1.19938, 2.77772, 0.38172], [1.33353, -0.51861, -3.35019], [1.71413, -1.86500, 2.72614], [-0.79390, -1.39726, -3.26262], [2.83108, -1.38812, -2.96896], [1.85308, -3.56461, 2.26756], [-1.72630, -0.92576, 2.68500], [-2.73134, 0.22605, -2.04298], [0.25932, -0.39742, 3.41589], [1.80960, 4.68476, -1.18539], [-2.04671, 1.48443, 2.01358], [2.42645, 0.63129, 4.04643], [4.05510, -1.53706, 0.26328], [-0.43209, -3.12605, -3.17353], [3.41403, 0.05270, -0.18316], [0.27832, 2.11488, 2.14397]],
  "mulliken_charge": [-0.73, -0.27, -0.78, 0.88, 0.52, -1.39, 0.91, -1.42, -1.29, 1.71, -0.70, 0.20, -1.26, -1.32, -0.70, -0.97, -1.27, -1.39, -0.52, -0.53, 0.02, -1.15, 0.60, -0.70, 0.47, 0.27, 0.29, 0.44, 0.27, 0.21, 0.38, 0.40, 0.52, 0.38, 0.35, 0.28, 0.29, 0.28, 0.58, 0.30, 0.36, 0.45, 0.38, 0.16, 0.31, 0.35, 0.30, 0.34, 0.41, 0.39, 0.45, 0.19, 0.05, 0.40, 0.60, 0.27, 0.37, 0.41, 0.31, 0.34]
}

=====

- What is the formula in the second record?
  C23H35Br4FeN2O4Si